[1]
{
  "formula": "C3H8OS2",
  "method": "the ωB97M-V functional and the def2-TZVPD basis",
  "relative_energy_kj_mol": 340.9,
  "homo_lumo_gap_ev": 8.655,
  "spin_multiplicity": 1,
  "elements": ["S", "H", "H", "H", "H", "O", "C", "H", "H", "C", "S", "H", "C", "H"],
  "positions_angstrom": [[2.5707, 0.3155, 0.2196], [1.3227, -0.5136, -1.5253], [1.9869, 1.4328, -0.1999], [-0.0561, 1.3663, -0.7645], [0.0370, -0.9612, 1.3345], [-2.0731, 1.2643, 0.1556], [-0.6750, 1.2555, 0.1412], [-2.5968, 0.7306, -0.5377], [-0.1185, 1.6166, 1.0675], [1.3478, -0.8363, -0.3992], [-1.3880, -1.8753, -0.0954], [-2.2378, -1.2405, 0.6062], [0.0007, -0.8722, 0.2835], [1.8796, -1.6823, -0.2861]]
}

---

[2]
{
  "formula": "C3H8OS2",
  "method": "the ωB97M-V functional and the def2-TZVPD basis",
  "relative_energy_kj_mol": 232.7,
  "homo_lumo_gap_ev": 8.568,
  "smiles": "C=CO.CSS",
  "spin_multiplicity": 1,
  "elements": ["H", "H", "H", "H", "H", "O", "S", "H", "C", "C", "C", "S", "H", "H"],
  "positions_angstrom": [[0.0020, 0.3728, -1.7445], [-0.3256, 2.3989, -3.4068], [-0.9508, 1.2767, 0.5609], [2.0963, 1.4402, -0.5113], [1.5196, 2.5794, -2.8366], [1.1443, 1.5862, -0.5530], [0.4571, -1.7297, 0.4023], [-1.4030, 1.2551, 2.1875], [-0.7540, 0.7402, 1.4826], [0.4012, 1.3864, -1.6857], [0.5125, 2.1707, -2.7718], [-1.2691, -0.9718, 1.3005], [0.2679, 0.8899, 1.8053], [0.1137, -2.9966, 0.6639]]
}

---

[3]
{
  "formula": "C3H8OS2",
  "method": "the ωB97M-V functional and the def2-TZVPD basis",
  "relative_energy_kj_mol": 403.3,
  "homo_lumo_gap_ev": [7.958, 7.945],
  "spin_multiplicity": 1,
  "elements": ["H", "C", "C", "H", "H", "S", "H", "O", "H", "S", "H", "H", "H", "C"],
  "positions_angstrom": [[1.8925, 0.4011, -1.6772], [0.1061, 0.1840, 1.0327], [-1.2253, 0.7271, 0.7234], [-1.5224, 1.3409, 1.5060], [0.0115, -0.4096, -1.9479], [-2.4634, -0.7237, 0.5827], [0.3727, -1.8741, -0.8506], [1.9300, -0.4990, -1.3935], [-1.3670, 1.2406, -0.1386], [1.5719, 1.2406, 1.0007], [2.4204, 0.2994, 1.4525], [-2.6140, -0.5670, -0.7449], [0.2625, -0.5387, 1.7080], [0.6245, -0.8216, -1.2533]]
}

---

[4]
{
  "formula": "C3H8OS2",
  "method": "the ωB97M-V functional and the def2-TZVPD basis",
  "relative_energy_kj_mol": 152.3,
  "homo_lumo_gap_ev": 8.591,
  "smiles": "C=CO.CSS",
  "spin_multiplicity": 1,
  "elements": ["S", "H", "C", "H", "H", "H", "C", "C", "H", "H", "S", "O", "H", "H"],
  "positions_angstrom": [[1.9940, -0.3173, 0.4736], [0.7155, 0.6514, -1.4360], [-1.6605, -1.1962, 0.7023], [1.3794, -0.9912, -1.7237], [-2.4674, -0.5800, -1.1513], [-0.9005, -1.1041, 1.4659], [1.5659, -0.0143, -1.2836], [-1.9143, -0.3045, -0.2594], [2.4837, 0.4460, -1.6258], [2.0741, 1.3886, 2.3512], [2.1648, 1.7443, 1.0500], [-1.5623, 1.0159, -0.1926], [-2.4156, -1.9557, 0.8951], [-1.4567, 1.2170, 0.7343]]
}

---

[5]
{
  "formula": "C3H8OSSi",
  "method": "the ωB97M-V functional and the def2-TZVPD basis",
  "relative_energy_kj_mol": 3.7,
  "homo_lumo_gap_ev": 9.287,
  "smiles": "C[SiH2]OC(C)=S",
  "spin_multiplicity": 1,
  "elements": ["H", "H", "H", "H", "C", "C", "S", "H", "O", "H", "Si", "C", "H", "H"],
  "positions_angstrom": [[-2.6898, 0.2019, -0.9194], [2.4461, -0.7956, 1.8134], [2.3701, -0.6893, -0.0457], [1.5017, 1.7760, 1.1289], [-0.6147, 0.4191, -1.2515], [1.7691, -0.8294, 0.9069], [0.6945, 0.4617, -2.1976], [-0.4297, 0.5666, 2.1381], [-0.6613, 0.5992, 0.0410], [1.2509, -1.8116, 0.8936], [0.6269, 0.6682, 1.1550], [-2.0419, 0.3076, -1.7458], [-2.2512, -0.2907, -2.6434], [-2.2043, 1.4221, -2.0496]]
}

---

[6]
{
  "formula": "C3H8OSi",
  "method": "the ωB97M-V functional and the def2-TZVPD basis",
  "relative_energy_kj_mol": 76.7,
  "homo_lumo_gap_ev": 9.755,
  "smiles": "C[SiH2]C(C)=O",
  "spin_multiplicity": 1,
  "elements": ["C", "H", "H", "H", "H", "C", "H", "H", "O", "C", "Si", "H", "H"],
  "positions_angstrom": [[1.2131, -0.2724, 0.1578], [-1.9371, -0.6380, 1.6561], [-0.6947, 0.0622, -1.7567], [1.2037, 1.8492, -0.1057], [-2.9497, -0.7500, 0.2229], [-2.0662, -0.2814, 0.6431], [-2.2497, 0.7932, 0.6788], [-0.5482, -2.1199, -0.7464], [1.7631, -1.0892, 0.8631], [1.8875, 1.0130, -0.2229], [-0.5760, -0.6800, -0.4938], [2.1699, 0.9455, -1.2720], [2.7842, 1.1677, 0.3758]]
}

---

[7]
{
  "formula": "C3H8P2",
  "method": "the ωB97M-V functional and the def2-TZVPD basis",
  "relative_energy_kj_mol": 229.9,
  "homo_lumo_gap_ev": [6.390, 6.392],
  "spin_multiplicity": 1,
  "elements": ["C", "H", "C", "H", "H", "C", "H", "H", "P", "H", "H", "H", "P"],
  "positions_angstrom": [[-0.6126, 1.9223, -0.3895], [0.8253, -0.8430, 1.9173], [0.6108, 0.1569, 1.5703], [-1.0515, -0.8444, -1.7330], [-0.9979, 2.0071, -1.4020], [-0.8016, -0.9635, -0.6820], [2.2174, -1.3440, -0.2482], [-0.0436, 2.7904, -0.0769], [2.3758, 0.0365, -0.3657], [1.0076, 0.9792, 2.1418], [-0.2586, -1.8952, -0.5362], [-1.7153, -0.9597, -0.0886], [0.2020, 0.4533, -0.1280]]
}

---

[8]
{
  "formula": "C3H8P2",
  "method": "the ωB97M-V functional and the def2-TZVPD basis",
  "relative_energy_kj_mol": 329.9,
  "homo_lumo_gap_ev": 7.570,
  "smiles": "C#[PH]PCC",
  "spin_multiplicity": 1,
  "elements": ["H", "H", "H", "C", "H", "C", "H", "P", "H", "P", "H", "C", "H"],
  "positions_angstrom": [[2.9958, 1.2032, -0.0527], [-1.0421, -0.7818, -1.1422], [3.3789, -2.0996, -0.4029], [-1.8395, -0.2529, 0.6754], [-2.0490, 0.5845, 1.2917], [-1.2344, 0.1743, -0.6641], [-1.2392, -0.9266, 1.2402], [0.2636, 1.2735, -0.6055], [-2.0788, 0.8357, -1.0351], [2.1573, 0.0424, -0.0991], [-2.7448, -0.7765, 0.5071], [3.4407, -1.0201, -0.3585], [-0.0085, 1.7438, 0.6457]]
}

---

[9]
{
  "formula": "C3H8P2",
  "method": "the ωB97M-V functional and the def2-TZVPD basis",
  "relative_energy_kj_mol": 78.7,
  "homo_lumo_gap_ev": 8.403,
  "smiles": "CP1#P=C1.C",
  "spin_multiplicity": 1,
  "elements": ["P", "C", "H", "H", "H", "P", "H", "H", "H", "H", "C", "C", "H"],
  "positions_angstrom": [[2.2546, 1.9185, 2.3225], [0.5168, 1.8145, 2.6836], [1.8374, 1.9981, 0.0682], [-0.3337, 2.2910, 3.0072], [-1.8870, -1.8965, -0.6198], [0.7093, 0.3338, 1.9297], [-1.9395, -2.9727, 0.7271], [3.1225, 3.2533, 0.3048], [1.4918, 3.5753, 0.7095], [-2.4237, -3.6447, -1.0261], [-1.7914, -2.9683, -0.3728], [2.2477, 2.8129, 0.7121], [-0.7662, -3.2948, -0.6459]]
}

---

[10]
{
  "formula": "C3H8S",
  "method": "the ωB97M-V functional and the def2-TZVPD basis",
  "relative_energy_kj_mol": 357.4,
  "homo_lumo_gap_ev": 6.495,
  "spin_multiplicity": 1,
  "elements": ["C", "C", "H", "H", "H", "H", "H", "S", "H", "H", "C", "H"],
  "positions_angstrom": [[0.9228, -0.5663, -0.5257], [-0.2543, -0.6334, -1.5445], [1.9275, -0.5206, -0.9216], [-0.9668, 0.0702, -1.1332], [0.0408, -0.2619, -2.5269], [1.5812, -1.7871, 1.1646], [-0.7213, -1.6067, -1.6782], [-0.5123, 1.5856, 0.9495], [-0.1489, -1.5398, 1.0843], [0.6049, -2.6465, -0.0583], [0.7386, -1.7054, 0.4787], [0.7761, 0.3864, 0.0633]]
}

---

[11]
{
  "formula": "C3H8S",
  "method": "the ωB97M-V functional and the def2-TZVPD basis",
  "relative_energy_kj_mol": 338.4,
  "homo_lumo_gap_ev": 6.711,
  "spin_multiplicity": 1,
  "elements": ["H", "H", "C", "H", "H", "C", "S", "H", "C", "H", "H", "H"],
  "positions_angstrom": [[-2.0947, -0.0779, -0.4444], [1.2966, 0.1683, 0.9671], [-1.1377, -0.3529, 0.0104], [0.0836, -0.4202, -1.7969], [1.6431, -1.2260, 0.1577], [0.0700, 0.0320, -0.8097], [-0.8937, 1.5922, 2.1282], [-1.2697, 0.3998, 0.8579], [1.3782, -0.1900, -0.0642], [2.2063, 0.2795, -0.5899], [-0.0219, 1.1119, -0.9157], [-1.2601, -1.3169, 0.4995]]
}

---

[12]
{
  "formula": "C3H8S",
  "method": "the ωB97M-V functional and the def2-TZVPD basis",
  "relative_energy_kj_mol": 345.0,
  "homo_lumo_gap_ev": 6.505,
  "spin_multiplicity": 1,
  "elements": ["H", "H", "C", "H", "S", "H", "C", "C", "H", "H", "H", "H"],
  "positions_angstrom": [[-1.7897, 0.1769, -0.2514], [-0.4907, 0.9183, 1.6125], [-0.7085, 0.2042, -0.4036], [-0.4679, 2.1897, 0.4205], [2.8459, -0.5585, -0.4670], [-0.4320, 0.5948, -1.3841], [-0.1324, -1.2096, -0.2395], [-0.1176, 1.1797, 0.6173], [0.9682, 1.0916, 0.6043], [-0.4888, -2.0133, -0.8723], [0.9643, -1.0686, -0.4470], [-0.1507, -1.5053, 0.8104]]
}